Record 1
{"formula": "C25H55B2IN3O10P2", "method": "ωB97M-V/def2-TZVPD", "symbols": ["C", "C", "C", "I", "C", "O", "B", "N", "P", "P", "O", "O", "O", "O", "C", "C", "C", "O", "B", "O", "O", "H", "H", "H", "H", "H", "H", "H", "H", "H", "H", "H", "H", "H", "H", "H", "H", "H", "H", "H", "C", "C", "C", "C", "C", "C", "N", "O", "C", "C", "C", "H", "H", "H", "H", "H", "H", "H", "H", "H", "H", "H", "H", "H", "H", "H", "H", "H", "H", "C", "C", "C", "C", "C", "C", "N", "O", "C", "C", "C", "H", "H", "H", "H", "H", "H", "H", "H", "H", "H", "H", "H", "H", "H", "H", "H", "H", "H"], "coordinates": [[0.319, 2.003, 0.710], [-0.580, 3.208, 0.466], [-1.697, 2.968, -0.541], [-0.915, 2.496, -2.495], [-2.679, 1.893, -0.081], [-2.127, 0.662, -0.440], [-3.221, -0.251, -0.905], [-3.650, -1.033, 0.374], [-2.649, -1.604, -2.230], [-1.071, -2.676, -1.231], [-0.284, -3.557, -2.082], [-0.061, -1.576, -0.571], [-1.732, -3.501, -0.018], [-4.192, 0.697, -1.427], [-4.141, 1.902, -0.702], [-5.246, 2.084, 0.402], [-5.986, 0.844, 0.886], [-5.518, 0.409, 2.170], [-4.494, 3.030, -1.764], [-5.006, 2.801, -3.000], [-4.358, 4.370, -1.423], [0.452, 1.411, -0.181], [1.290, 2.303, 1.086], [-0.115, 1.338, 1.444], [-1.089, 3.435, 1.396], [0.014, 4.037, 0.107], [-2.158, 3.929, -0.698], [-2.792, 1.885, 1.007], [-2.833, -1.142, 0.964], [-3.951, -1.982, 0.173], [-1.927, -0.928, -3.242], [-0.571, -1.054, 0.075], [-1.750, -2.914, 0.752], [-4.859, 2.571, 1.291], [-6.002, 2.743, -0.018], [-5.938, 0.032, 0.183], [-7.037, 1.106, 1.003], [-6.029, 0.922, 2.812], [-5.618, 3.526, -3.202], [-4.090, 4.413, -0.493], [-1.160, -3.084, 6.880], [-1.781, -3.432, 5.503], [-2.173, -4.912, 5.457], [-0.995, -5.869, 5.279], [-0.132, -5.446, 4.092], [0.330, -3.994, 4.187], [-0.831, -3.080, 4.407], [-1.474, -2.927, 3.305], [1.368, -3.853, 5.314], [1.066, -3.604, 2.909], [-3.050, -2.594, 5.385], [-0.390, -2.320, 6.786], [-1.914, -2.683, 7.556], [-0.723, -3.950, 7.379], [-2.871, -5.071, 4.630], [-2.717, -5.160, 6.372], [-0.397, -5.919, 6.193], [-1.374, -6.879, 5.110], [0.741, -6.097, 4.014], [-0.704, -5.587, 3.170], [1.658, -2.809, 5.446], [2.265, -4.417, 5.057], [1.033, -4.235, 6.275], [0.461, -3.756, 2.017], [1.959, -4.219, 2.804], [1.376, -2.559, 2.940], [-2.817, -1.528, 5.371], [-3.690, -2.794, 6.244], [-3.620, -2.831, 4.490], [5.869, 1.118, -3.678], [4.761, 2.170, -3.417], [3.395, 1.609, -3.819], [3.149, 1.576, -5.326], [3.440, 2.939, -5.953], [4.840, 3.451, -5.621], [5.075, 3.435, -4.148], [4.471, 4.431, -3.599], [5.888, 2.601, -6.360], [5.016, 4.865, -6.161], [4.758, 2.412, -1.912], [6.807, 1.592, -3.970], [6.079, 0.544, -2.778], [5.596, 0.397, -4.449], [2.605, 2.212, -3.361], [3.286, 0.603, -3.410], [3.754, 0.798, -5.799], [2.109, 1.304, -5.513], [3.324, 2.883, -7.038], [2.694, 3.657, -5.599], [6.899, 2.901, -6.081], [5.783, 2.745, -7.436], [5.792, 1.533, -6.185], [4.261, 5.548, -5.780], [4.929, 4.850, -7.247], [6.000, 5.261, -5.904], [5.702, 2.849, -1.582], [4.622, 1.460, -1.400], [3.945, 3.065, -1.602]], "lowdin_spin": [0.0000, 0.0000, 0.0000, 0.0000, 0.0000, 0.0000, 0.0000, 0.0001, 0.0000, 0.0000, 0.0000, 0.0000, -0.0001, 0.0000, 0.0000, 0.0000, 0.0000, 0.0000, 0.0000, 0.0000, 0.0000, 0.0000, 0.0000, 0.0000, 0.0000, 0.0000, 0.0000, 0.0000, 0.0000, 0.0000, 0.0000, 0.0000, -0.0006, 0.0000, 0.0000, 0.0000, 0.0000, 0.0000, 0.0000, 0.0000, 0.0029, 0.0262, 0.0148, 0.0008, 0.0151, 0.0272, 0.3622, 0.5419, 0.0017, -0.0006, -0.0009, 0.0017, -0.0004, 0.0000, 0.0023, 0.0014, 0.0003, 0.0007, 0.0014, 0.0025, 0.0013, -0.0005, 0.0000, -0.0006, -0.0003, 0.0003, 0.0002, -0.0003, -0.0005, 0.0030, 0.0261, 0.0151, 0.0008, 0.0150, 0.0270, 0.3619, 0.5414, 0.0020, -0.0008, -0.0010, 0.0018, -0.0004, 0.0000, 0.0021, 0.0014, 0.0003, 0.0007, 0.0014, 0.0026, 0.0013, -0.0005, 0.0000, -0.0007, -0.0004, 0.0002, 0.0002, -0.0003, -0.0005], "relative_energy_kcal_mol": 31.86, "energy_ev": -79799.3571, "total_charge": -1, "lumo_ev": [2.26, 2.01], "spin_multiplicity": 3, "homo_energy_ev": [-4.64, -4.64]}

Record 2
{"formula": "C31H49BrFN7OPSiTi", "method": "ωB97M-V/def2-TZVPD", "symbols": ["Ti", "C", "Si", "C", "C", "N", "C", "C", "C", "C", "C", "C", "F", "H", "H", "H", "H", "H", "H", "H", "H", "H", "H", "H", "H", "H", "C", "C", "C", "C", "C", "Br", "N", "C", "H", "H", "H", "H", "H", "H", "O", "C", "N", "N", "P", "N", "C", "C", "C", "C", "C", "N", "C", "C", "C", "C", "C", "N", "C", "C", "C", "C", "C", "H", "H", "H", "H", "H", "H", "H", "H", "H", "H", "H", "H", "H", "H", "H", "H", "H", "H", "H", "H", "H", "H", "H", "H", "H", "H", "H", "H", "H", "H"], "coordinates": [[0.040, -0.046, 0.165], [-2.045, -2.909, -0.755], [-1.627, -2.815, 1.074], [-0.841, -4.489, 1.458], [-3.299, -2.634, 1.929], [-0.527, -1.537, 1.531], [-0.012, -1.531, 2.801], [-0.461, -2.264, 3.919], [0.163, -2.186, 5.155], [1.270, -1.378, 5.365], [1.748, -0.633, 4.291], [1.105, -0.734, 3.087], [1.590, -0.009, 2.031], [-2.481, -3.899, -0.924], [-1.177, -2.808, -1.405], [-2.782, -2.159, -1.037], [-1.537, -5.290, 1.191], [-0.548, -4.628, 2.499], [0.052, -4.610, 0.838], [-4.016, -3.341, 1.500], [-3.664, -1.622, 1.733], [-3.281, -2.782, 3.008], [-1.326, -2.902, 3.820], [-0.236, -2.772, 5.975], [1.749, -1.320, 6.333], [2.604, 0.025, 4.377], [-1.326, 1.178, -5.092], [-1.677, 0.892, -3.655], [-2.981, 1.050, -3.158], [-3.283, 0.776, -1.841], [-2.295, 0.313, -0.945], [-1.021, 1.745, 1.845], [-1.083, 0.196, -1.487], [-0.732, 0.465, -2.756], [-2.141, 1.700, -5.594], [-1.130, 0.256, -5.644], [-0.432, 1.800, -5.164], [-3.761, 1.401, -3.829], [-4.297, 0.921, -1.487], [0.316, 0.329, -3.000], [1.957, -3.635, -1.506], [1.468, -2.610, -1.140], [0.999, -1.576, -0.802], [1.305, 1.145, -0.427], [2.788, 1.579, -0.295], [3.982, 0.411, -0.500], [4.163, -0.137, -1.846], [5.644, -0.493, -2.048], [6.285, -0.872, -0.709], [5.259, -1.602, 0.150], [4.084, -0.670, 0.498], [3.110, 2.703, -1.487], [4.339, 3.470, -1.487], [4.956, 3.505, -2.884], [3.942, 4.014, -3.907], [2.649, 3.202, -3.842], [2.103, 3.183, -2.418], [3.219, 2.291, 1.136], [2.268, 3.297, 1.636], [2.362, 3.374, 3.150], [3.754, 3.863, 3.581], [4.826, 3.444, 2.561], [4.449, 2.126, 1.896], [3.835, 0.594, -2.581], [3.532, -1.025, -1.972], [6.183, 0.346, -2.497], [5.714, -1.332, -2.746], [6.609, 0.033, -0.187], [7.175, -1.485, -0.869], [5.707, -1.977, 1.071], [4.889, -2.474, -0.397], [4.232, -0.228, 1.481], [3.156, -1.244, 0.536], [5.036, 3.033, -0.771], [4.135, 4.502, -1.159], [5.273, 2.494, -3.155], [5.850, 4.136, -2.878], [4.367, 3.986, -4.913], [3.711, 5.063, -3.689], [2.834, 2.175, -4.170], [1.898, 3.628, -4.514], [1.224, 2.547, -2.324], [1.799, 4.204, -2.139], [1.260, 3.005, 1.342], [2.485, 4.283, 1.196], [2.151, 2.378, 3.545], [1.576, 4.025, 3.533], [4.000, 3.462, 4.567], [3.755, 4.952, 3.678], [5.803, 3.345, 3.042], [4.929, 4.206, 1.784], [4.328, 1.364, 2.681], [5.241, 1.778, 1.232]], "mulliken_charge": [-0.7572, -1.1431, 0.3135, -1.1620, -1.2983, 0.6631, 0.2344, -0.4515, -1.1244, -0.7958, -0.7784, 0.0914, 1.7095, 0.4903, 0.2418, 0.2276, 0.3701, 0.3943, 0.2798, 0.3500, 0.3049, 0.3686, 0.1618, 0.3651, 0.4089, 0.3120, -1.2420, 0.5069, -0.3669, -0.9525, -0.7636, -0.6066, 1.0154, -0.5268, 0.3488, 0.2909, 0.1729, 0.3233, 0.4057, 0.5967, -0.7593, 0.8051, -0.2077, 0.1755, -0.8661, 0.9274, 0.0637, -0.8883, -0.7441, -0.9914, 0.0604, 0.6027, -0.6331, -0.4699, -1.1025, -0.4460, -0.5149, 1.2854, -0.7500, -0.4931, -0.6711, -1.0107, -0.2656, -0.2315, 0.1101, 0.2056, 0.4384, 0.2170, 0.4911, 0.5038, 0.3376, 0.1690, -0.6253, 0.1961, 0.3870, 0.0159, 0.4224, 0.4384, 0.3259, 0.2580, 0.4002, -0.0303, 0.3216, 0.3530, 0.2498, -0.1574, 0.5075, 0.3246, 0.3332, 0.4282, 0.2769, 0.1385, 0.1098], "relative_energy_kcal_mol": 26.80, "energy_ev": -158470.5666, "total_charge": -1, "lumo_ev": 2.49, "homo_energy_ev": -4.40}

Record 3
{"formula": "C6H11NO", "method": "ωB97M-V/def2-TZVPD", "symbols": ["C", "C", "N", "C", "O", "H", "H", "H", "C", "C", "C", "H", "H", "H", "H", "H", "H", "H", "H"], "coordinates": [[-0.266, -2.449, -0.168], [-0.894, -1.344, 0.188], [-2.697, -1.460, 0.202], [-1.979, -0.352, 0.121], [-1.969, 0.742, -0.399], [-0.806, -3.377, -0.293], [0.808, -2.508, -0.238], [-2.906, -1.999, 1.031], [0.720, 1.753, 1.084], [1.127, 0.657, 0.140], [1.142, 1.026, -1.318], [-0.229, 2.187, 0.781], [1.484, 2.538, 1.076], [0.647, 1.388, 2.108], [2.054, 0.170, 0.449], [0.291, -0.331, 0.283], [0.183, 1.444, -1.614], [1.352, 0.156, -1.938], [1.937, 1.757, -1.494]], "mulliken_charge": [-0.6925, 0.2528, -0.6027, 0.5277, -0.4701, 0.3114, 0.3379, 0.3297, -1.3435, 0.5622, -1.1734, 0.2996, 0.4180, 0.3246, 0.4335, -0.5011, 0.2653, 0.3195, 0.4011], "relative_energy_kcal_mol": 122.72, "energy_ev": -9933.1326, "smiles": "C=C1NC1=O.CCC", "total_charge": 0, "lumo_ev": 0.21, "homo_energy_ev": -8.92}

Number 3 is which compound?
C6H11NO